# 1
Here is the molecule C7H10ClNO4S2 in a non-equilibrium geometry from the OMol25 dataset. Energies are from wB97M-V/def2-TZVPD.

The largest force on an atom comes out at 5.44 eV Å⁻¹. As for the spin multiplicity: 1. As for the LUMO energy: 0.393 eV. The calculation puts the HOMO energy at -8.901 eV. For the molar mass, the calculation gives 271.75 g mol⁻¹. For the total energy, the calculation gives -1884.9397 Ha. The value obtained for the HOMO-LUMO gap is 9.29 eV. The energy above the lowest of the compared OMol25 structures with the same formula, charge and spin comes out at 125.49 kJ/mol.

Geometry (Å):
H 0.885918 4.245433 0.649049
O 1.897161 2.009501 0.924194
H 1.217162 1.535660 -0.937195
H 0.901366 4.047374 -1.178003
Cl -3.299012 2.020092 0.468317
O 3.928721 0.914578 1.774409
C -0.497647 0.099509 0.615957
O 0.554736 -0.464126 0.491942
C -3.171909 -2.453277 0.810340
C -1.620441 2.347896 0.243678
H 3.762810 0.243155 -1.356640
C 0.576879 3.635312 -0.210436
H -3.930286 -1.741117 1.179959
N 3.539783 1.125376 -0.793706
H 4.322815 1.635561 -0.652078
S 2.869899 0.666445 0.811750
C -0.541803 1.560726 0.386959
S -1.365688 3.988180 -0.258728
C 0.810473 2.179551 -0.039964
H -1.212314 -2.144683 2.216367
H -0.941450 -2.201848 0.530119
C -1.720491 -1.946440 1.203689
O -1.622523 -0.452104 0.968868
H -3.258987 -2.494047 -0.288523
H -3.364547 -3.445856 1.146733

Cartesian forces (eV/Å) of the 2 atoms listed first:
0.298 -0.447 -0.405
-0.508 0.206 0.298


# 2
Here is the molecule C11H16N2O4 in a non-equilibrium geometry from the OMol25 dataset. Energies are from wB97M-V/def2-TZVPD.

The largest force on an atom comes out at 5.69 eV Å⁻¹. As for the spin multiplicity: 1. As for the LUMO energy: -0.907 eV. The calculation puts the HOMO energy at -8.881 eV. For the molar mass, the calculation gives 240.26 g mol⁻¹. For the total energy, the calculation gives -839.1516 Ha. The value obtained for the HOMO-LUMO gap is 7.97 eV. The energy above the lowest of the compared OMol25 structures with the same formula, charge and spin comes out at 85.41 kJ/mol.

Geometry (Å):
C -1.819819 3.299128 -0.466255
H -1.496806 4.134620 1.510849
H 3.040153 -1.673892 3.874846
H -0.986512 1.299704 -6.403587
H 0.720793 -1.315258 3.178275
C -1.297045 1.265081 0.279603
C 0.638720 -2.702743 1.513725
H 2.076436 -1.891419 0.218190
H -0.444879 -2.668225 1.627724
C 1.240479 -2.219272 2.845262
N -1.641210 1.993244 -0.899220
C -0.945968 -0.164274 0.358570
C -1.088032 1.316027 -4.502577
H -1.432175 -0.649208 1.229631
H 0.579959 -2.335396 -0.567078
H -1.382416 -0.637681 -0.536607
H 0.951466 -3.019872 3.557299
C -0.991701 1.988613 -3.195783
C 1.011383 -1.860643 0.298846
H 0.945967 -3.727968 1.406679
H 0.919185 0.069683 1.337702
H 3.267899 -2.969764 2.682294
C -1.551946 3.296132 0.846795
H 3.082001 -1.292458 2.164449
H -2.116737 4.144005 -1.057605
O -1.785639 1.443914 -2.184125
O -0.715377 1.916400 -5.670196
O -1.543754 0.166299 -4.544254
C 2.751135 -2.021027 2.861763
O -0.286042 2.989275 -3.093378
C 0.576784 -0.384304 0.406734
H 0.976191 0.167897 -0.428620
N -1.252492 2.043383 1.350050

Cartesian forces (eV/Å) of the 2 atoms listed first:
-0.153 0.461 -0.908
-0.274 0.345 -0.002